1.
11 unconnected molecules or ions with the total composition C28H76BN2O12 in a non-equilibrium geometry. Source: the OMol25 dataset; level of theory: ωB97M-V/def2-TZVPD.

```
119
Properties=species:S:1:pos:R:3:mulliken_charge:R:1
C -3.450 0.058 3.782 -0.54
O -2.475 0.938 3.102 -0.16
B -1.357 0.112 2.538 -0.15
O -1.609 -0.773 1.374 -0.69
C 0.177 0.186 3.141 0.44
C 1.016 -0.832 4.119 -0.42
N 2.327 -0.084 4.274 -0.11
C 2.315 1.226 3.498 0.00
C 3.670 2.139 3.627 -0.71
C 4.371 2.552 2.204 0.61
C 6.016 2.635 2.491 -1.08
C 3.995 1.580 0.936 -0.97
N 0.999 1.436 2.783 0.00
H -4.458 0.644 3.982 0.22
H -3.730 -0.823 3.030 0.22
H -3.044 -0.410 4.778 0.27
H -1.849 -0.121 0.624 0.34
H 0.630 -1.840 4.572 0.39
H 3.110 -0.458 4.871 0.31
H 4.458 1.564 4.310 0.35
H 3.377 3.134 4.214 0.28
H 4.048 3.674 1.980 0.14
H 6.165 2.830 3.643 0.34
H 6.518 1.576 2.280 0.32
H 6.532 3.502 1.855 0.23
H 4.103 0.425 1.155 0.23
H 2.950 1.852 0.437 0.29
H 4.804 1.814 0.090 0.23
H 0.740 2.271 2.212 0.32
C 5.430 2.528 -3.950 -1.00
C 6.367 3.324 -3.064 -0.23
O 6.602 2.621 -1.853 -0.49
H 4.478 2.349 -3.440 0.23
H 5.235 3.058 -4.887 0.34
H 5.857 1.547 -4.182 0.33
H 5.927 4.294 -2.817 0.27
H 7.326 3.496 -3.562 0.27
H 7.000 1.765 -2.083 0.28
C -3.356 -4.084 -0.738 -1.25
C -3.107 -2.710 -1.323 0.25
O -3.417 -1.710 -0.363 -0.39
H -4.401 -4.187 -0.427 0.33
H -3.126 -4.866 -1.467 0.34
H -2.742 -4.243 0.155 0.31
H -3.738 -2.548 -2.201 0.17
H -2.061 -2.595 -1.624 0.08
H -2.845 -1.858 0.410 0.25
C -3.061 5.363 3.418 -0.83
C -3.791 4.653 4.539 -0.22
O -4.356 3.441 4.060 -0.46
H -3.745 5.580 2.591 0.19
H -2.624 6.302 3.770 0.36
H -2.263 4.732 3.014 0.18
H -4.602 5.278 4.925 0.30
H -3.111 4.421 5.365 0.24
H -3.627 2.890 3.727 0.30
C 0.358 -5.868 -2.176 -0.26
C 0.608 -4.493 -2.762 -0.27
O 0.297 -3.494 -1.802 -0.43
H -0.687 -5.970 -1.866 0.12
H 0.589 -6.650 -2.906 0.05
H 0.972 -6.026 -1.284 0.01
H -0.024 -4.331 -3.640 0.31
H 1.654 -4.379 -3.063 0.25
H 0.869 -3.642 -1.029 0.21
C -6.251 1.375 -1.153 -0.80
C -6.608 0.556 0.071 0.08
O -6.116 -0.769 -0.073 -0.46
H -6.675 0.923 -2.055 0.24
H -6.627 2.398 -1.060 0.20
H -5.166 1.410 -1.293 0.25
H -7.693 0.506 0.195 0.31
H -6.177 0.994 0.976 0.05
H -5.150 -0.713 -0.174 0.24
C 3.212 -8.791 -5.542 -1.05
C 1.974 -9.082 -4.718 -0.16
O 1.025 -8.039 -4.884 -0.50
H 3.658 -7.837 -5.241 0.27
H 3.956 -9.583 -5.421 0.32
H 2.958 -8.703 -6.603 0.32
H 2.228 -9.147 -3.656 0.27
H 1.514 -10.027 -5.021 0.27
H 0.800 -7.995 -5.829 0.27
C 2.382 -6.148 1.875 -0.88
C 3.627 -5.973 1.030 -0.28
O 3.383 -5.031 -0.004 -0.48
H 1.544 -6.490 1.258 0.22
H 2.552 -6.874 2.674 0.35
H 2.080 -5.195 2.322 0.23
H 3.913 -6.922 0.567 0.28
H 4.466 -5.618 1.637 0.30
H 3.138 -4.189 0.417 0.26
C -3.737 -0.333 -4.907 -0.78
C -4.041 -1.478 -5.850 -0.27
O -3.156 -1.439 -6.961 -0.51
H -3.839 0.628 -5.423 0.32
H -4.414 -0.346 -4.048 0.14
H -2.706 -0.392 -4.544 0.30
H -5.065 -1.403 -6.227 0.30
H -3.929 -2.443 -5.346 0.22
H -2.250 -1.515 -6.616 0.29
C -7.284 6.032 0.305 -0.99
C -8.313 4.921 0.298 -0.28
O -7.756 3.739 0.855 -0.43
H -6.398 5.739 -0.269 0.25
H -7.697 6.949 -0.125 0.36
H -6.947 6.241 1.326 0.29
H -8.631 4.700 -0.725 0.30
H -9.196 5.201 0.881 0.28
H -7.484 3.944 1.766 0.26
C 6.874 7.458 2.238 -1.04
C 6.518 6.639 3.461 -0.24
O 7.010 5.314 3.318 -0.45
H 6.450 7.006 1.335 0.25
H 6.498 8.481 2.331 0.34
H 7.959 7.493 2.097 0.34
H 5.432 6.588 3.585 0.27
H 6.949 7.077 4.366 0.25
H 7.975 5.369 3.216 0.27
```

Highest occupied orbital energy: -10.91 eV
Spin multiplicity: 1
Total charge: +1
Calculated total energy: -58481.4046 eV

=====

2.
10 unconnected molecules or ions with the total composition C28H76O10 in a non-equilibrium geometry. Source: the OMol25 dataset; level of theory: ωB97M-V/def2-TZVPD.

```
114
Properties=species:S:1:pos:R:3:mulliken_charge:R:1
C 23.659 2.620 -9.928 1.05
O 23.221 1.291 -9.497 -0.36
H 23.455 3.445 -9.246 -0.41
H 24.734 2.657 -10.107 0.21
H 23.043 2.859 -10.794 -0.62
H 23.722 0.729 -10.093 0.06
C 24.330 -1.814 -13.673 -1.76
C 23.546 -0.981 -12.658 2.39
C 22.009 -1.196 -12.644 -1.39
O 24.094 -1.284 -11.370 -0.68
H 23.997 -1.575 -14.683 0.41
H 24.179 -2.879 -13.495 0.46
H 25.398 -1.629 -13.554 0.46
H 23.775 0.046 -12.943 -1.15
H 21.560 -0.927 -13.600 0.37
H 21.628 -0.478 -11.918 0.25
H 21.779 -2.219 -12.347 0.38
H 24.845 -1.841 -11.589 0.27
C 21.161 4.180 -7.466 -0.22
C 20.445 5.198 -6.630 0.55
C 19.524 4.780 -5.512 -1.58
O 21.323 6.090 -6.000 -0.57
H 21.712 4.597 -8.309 -0.64
H 20.493 3.360 -7.729 0.48
H 22.005 3.840 -6.866 0.32
H 19.869 5.795 -7.338 0.07
H 19.065 5.652 -5.045 0.36
H 20.088 4.185 -4.794 0.42
H 18.635 4.249 -5.851 0.39
H 21.830 5.679 -5.295 0.38
C 21.299 3.455 -15.851 -1.62
C 21.423 3.604 -14.346 0.63
C 22.017 2.320 -13.675 0.15
O 22.237 4.749 -13.979 -0.15
H 22.326 3.363 -16.204 0.39
H 20.806 4.310 -16.313 0.44
H 20.662 2.616 -16.130 0.37
H 20.453 3.801 -13.889 0.14
H 21.159 1.661 -13.540 0.61
H 22.438 2.552 -12.697 -0.88
H 22.683 1.877 -14.415 0.52
H 22.180 4.855 -13.027 0.44
C 24.875 6.226 -10.661 -1.24
C 23.939 7.019 -9.720 0.34
C 23.406 8.388 -10.215 -1.55
O 22.852 6.345 -9.234 -0.73
H 24.440 6.260 -11.660 0.29
H 25.088 5.192 -10.390 0.13
H 25.770 6.835 -10.792 0.46
H 24.537 7.115 -8.814 0.73
H 22.715 8.884 -9.533 0.35
H 22.970 8.398 -11.214 0.23
H 24.243 9.083 -10.279 0.49
H 22.908 6.460 -8.283 0.38
C 28.445 -1.344 -9.741 -1.70
C 27.181 -1.043 -10.466 0.55
C 27.211 0.270 -11.218 -0.72
O 26.931 -1.989 -11.539 -0.62
H 28.596 -2.422 -9.780 0.44
H 28.449 -0.952 -8.724 0.35
H 29.361 -1.092 -10.276 0.35
H 26.405 -1.212 -9.719 0.25
H 26.174 0.575 -11.360 -0.08
H 27.779 0.314 -12.147 0.41
H 27.761 0.999 -10.622 0.45
H 27.630 -1.812 -12.173 0.37
C 27.180 3.071 -5.900 -1.59
C 26.502 3.447 -7.197 0.98
C 25.386 4.475 -7.098 -1.02
O 27.479 4.031 -8.039 -0.58
H 26.544 2.654 -5.119 0.38
H 27.624 3.949 -5.430 0.38
H 27.861 2.244 -6.102 0.41
H 26.187 2.498 -7.631 -0.03
H 24.959 4.871 -8.019 -0.24
H 25.766 5.350 -6.571 0.52
H 24.574 4.202 -6.424 0.39
H 28.266 3.483 -8.074 0.35
C 21.271 -1.825 -7.199 -1.46
C 21.041 -1.643 -8.666 1.34
C 19.877 -2.478 -9.350 -1.37
O 20.494 -0.311 -8.942 -0.56
H 21.802 -2.759 -7.017 0.36
H 20.352 -1.854 -6.614 0.32
H 21.862 -0.998 -6.806 0.31
H 21.995 -1.719 -9.188 -0.17
H 20.153 -3.524 -9.224 0.40
H 19.817 -2.323 -10.427 0.26
H 18.898 -2.312 -8.900 0.33
H 21.210 0.304 -9.116 0.25
C 19.719 4.324 -10.843 -0.90
C 20.454 5.575 -11.435 0.86
C 20.188 6.998 -10.812 -1.40
O 21.820 5.215 -11.419 0.15
H 20.183 3.997 -9.912 -0.11
H 19.690 3.506 -11.562 0.21
H 18.646 4.464 -10.711 0.46
H 20.311 5.626 -12.515 0.17
H 19.122 7.220 -10.849 0.44
H 20.768 7.646 -11.468 0.37
H 20.515 7.160 -9.785 0.18
H 22.226 5.648 -10.665 -0.28
C 26.408 1.627 -15.025 -1.25
C 25.827 3.046 -14.731 0.26
C 25.542 3.221 -13.240 0.20
O 27.006 3.815 -14.932 -0.59
H 27.332 1.364 -14.510 0.30
H 26.528 1.606 -16.108 0.40
H 25.742 0.782 -14.854 0.17
H 25.050 3.374 -15.421 0.35
H 26.421 3.404 -12.621 0.59
H 25.092 2.301 -12.865 -0.64
H 24.856 4.052 -13.077 -0.09
H 26.784 4.741 -15.055 0.33
```

Highest occupied orbital energy (spin up / spin down): -11.47 / -11.47 eV
Energy above the lowest of the compared OMol25 structures with the same formula, charge and spin: 0.000 eV
Spin multiplicity: 2
Total charge: +1
Calculated total energy: -50731.4805 eV